[1]
{"formula": "C22H47N3", "method": "the ωB97M-V functional and the def2-TZVPD basis", "gap_ev": 9.2, "smiles": "CCCC[C@@H](CNC)NC[C@H](NCCCCC1CCCCC1)C(C)C", "energy_ha": -1030.7288, "lumo_energy_ha": 0.033, "homo_ev": -8.31, "e_above_lowest_ev": 0.4033, "symbols": ["C", "H", "C", "C", "C", "H", "H", "C", "N", "H", "C", "C", "N", "H", "C", "C", "H", "H", "C", "H", "C", "H", "C", "C", "C", "C", "C", "C", "H", "H", "H", "H", "H", "H", "H", "H", "H", "H", "H", "H", "H", "H", "H", "H", "C", "C", "H", "H", "H", "C", "H", "H", "H", "H", "H", "H", "H", "C", "N", "C", "H", "H", "H", "H", "H", "H", "H", "H", "H", "H", "H", "H"], "coordinates": [[6.650, 2.739, -0.486], [7.066, 3.720, -0.702], [5.348, 2.869, 0.296], [4.757, 1.501, 0.634], [3.432, 1.588, 1.404], [3.431, 0.850, 2.210], [3.347, 2.570, 1.872], [2.163, 1.349, 0.558], [2.055, 0.033, -0.048], [2.859, -0.138, -0.644], [1.874, -1.080, 0.862], [1.629, -2.387, 0.072], [0.491, -3.153, 0.555], [0.432, -3.105, 1.566], [-0.792, -2.878, -0.053], [-1.402, -1.495, 0.221], [-0.730, -0.722, -0.155], [-1.509, -1.358, 1.301], [-2.769, -1.346, -0.443], [-3.416, -2.160, -0.110], [-3.410, 0.001, -0.112], [-3.614, 0.042, 0.958], [-4.687, 0.283, -0.911], [-5.131, 1.743, -0.764], [-5.679, 2.045, 0.628], [-6.845, 1.118, 0.955], [-6.411, -0.340, 0.851], [-5.857, -0.636, -0.540], [-5.547, -1.680, -0.602], [-6.655, -0.488, -1.272], [-5.654, -0.550, 1.607], [-7.263, -0.995, 1.048], [-7.660, 1.303, 0.250], [-7.219, 1.327, 1.960], [-4.891, 1.918, 1.372], [-6.008, 3.085, 0.672], [-5.913, 1.948, -1.499], [-4.291, 2.407, -0.982], [-4.449, 0.111, -1.969], [-2.689, 0.790, -0.338], [-2.652, -1.437, -1.526], [-0.676, -3.011, -1.132], [-1.484, -3.648, 0.304], [1.417, -2.114, -0.968], [2.870, -3.307, 0.080], [2.582, -4.572, -0.725], [1.674, -5.042, -0.360], [3.407, -5.275, -0.638], [2.447, -4.326, -1.776], [4.107, -2.610, -0.484], [4.406, -1.760, 0.124], [3.916, -2.268, -1.499], [4.942, -3.307, -0.513], [3.066, -3.594, 1.120], [2.718, -1.223, 1.557], [0.995, -0.853, 1.474], [1.304, 1.449, 1.235], [2.010, 2.387, -0.573], [0.783, 2.264, -1.333], [-0.405, 2.726, -0.647], [-1.251, 2.641, -1.329], [-0.274, 3.779, -0.392], [-0.644, 2.176, 0.275], [0.673, 1.286, -1.589], [2.832, 2.263, -1.283], [2.058, 3.396, -0.156], [4.618, 0.938, -0.293], [5.489, 0.952, 1.232], [5.537, 3.414, 1.224], [4.631, 3.447, -0.288], [6.480, 2.224, -1.429], [7.384, 2.173, 0.084]]}

***

[2]
{"formula": "C2H5N5S", "method": "the ωB97M-V functional and the def2-TZVPD basis", "gap_ev": 8.4, "smiles": "[H]/N=c1\\[nH]c(S)nn1N", "energy_ha": -751.1292, "lumo_energy_ha": 0.020, "homo_ev": -7.90, "e_above_lowest_ev": 0.3407, "symbols": ["C", "C", "H", "H", "H", "H", "H", "N", "N", "N", "N", "N", "S"], "coordinates": [[-0.199, 1.419, -0.339], [-0.529, -0.730, 0.007], [1.479, -1.596, 1.614], [1.880, -2.001, 0.023], [0.587, 3.557, -0.494], [-2.090, 0.484, -0.679], [-1.984, -2.003, -0.014], [1.759, -1.242, 0.695], [0.778, -0.396, 0.232], [1.002, 0.977, 0.048], [-1.118, 0.419, -0.440], [-0.986, -1.942, 0.162], [-0.579, 3.055, -0.816]]}